No. 1
{
  "formula": "C3H12N2O2",
  "method": "ωB97M-V/def2-TZVPD",
  "lumo_energy_ev": 0.80,
  "e_tot_ev": -10379.54707,
  "relative_energy_kcal_mol": 46.2,
  "multiplicity": 1,
  "elements": ["N", "C", "C", "N", "C", "O", "H", "H", "H", "H", "H", "H", "H", "H", "H", "H", "O", "H", "H"],
  "xyz": [[-1.30087, -0.11552, -2.53870], [-0.13762, 0.16587, -1.65159], [-0.42600, -0.17865, -0.20190], [-0.84440, -1.53466, -0.00479], [0.85601, -0.04689, 0.68861], [1.18506, 1.28587, 0.98560], [-1.85936, 0.59918, -2.99808], [-0.87442, -0.48311, -3.38762], [0.22072, 1.22077, -1.66207], [0.71979, -0.29774, -2.14112], [-1.33992, 0.42631, 0.02460], [-0.15748, -2.25315, -0.11444], [-1.82359, -1.71161, -0.07417], [0.73755, -0.73051, 1.53139], [1.61735, -0.50588, 0.02880], [0.64835, 1.88918, 0.49384], [0.57216, 0.70149, 3.88934], [0.82170, 1.37918, 3.25115], [1.38496, 0.18987, 3.88115]],
  "forces_ev_per_angstrom": [[0.7069, -0.5668, -1.0731], [-0.1321, 1.8239, -1.0446], [-0.1627, -0.9694, 0.2320], [-0.2092, 0.1943, 0.5195], [-1.2059, -0.1051, -2.0035], [1.0444, -0.2250, 1.1923], [0.2105, 0.8355, 1.1730], [-0.1982, -0.6001, 0.2707], [-0.5732, -0.0769, -0.1237], [0.0650, -0.7516, 0.6414], [1.0189, 0.0148, 0.5632], [-0.2897, -0.3427, -0.2728], [0.0610, -0.5612, -0.3748], [-0.0429, 0.8025, 0.4038], [0.2383, 0.2621, 0.3712], [-0.5305, 0.3079, -0.4706], [0.3648, 0.1242, -0.0785], [-0.3750, 0.2245, -0.2468], [0.0094, -0.3907, 0.3214]]
}

No. 2
{
  "formula": "C3H12N2O2",
  "method": "ωB97M-V/def2-TZVPD",
  "lumo_energy_ev": 0.43,
  "e_tot_ev": -10380.36328,
  "relative_energy_kcal_mol": 27.4,
  "multiplicity": 1,
  "elements": ["N", "C", "N", "C", "C", "O", "H", "H", "H", "H", "H", "H", "H", "H", "H", "H", "O", "H", "H"],
  "xyz": [[-1.46997, 0.13835, -1.29553], [-0.17237, 0.74662, -1.55228], [0.28096, 1.60639, -0.48219], [0.93623, 1.01069, 0.67709], [0.02433, 0.51292, 1.79777], [-0.75433, -0.61649, 1.47558], [-1.69226, -0.60484, -1.94134], [-1.52732, -0.17491, -0.33445], [0.60677, 0.00109, -1.73141], [-0.22957, 1.37312, -2.43865], [-0.49842, 2.18851, -0.19388], [1.54716, 0.19066, 0.30464], [1.60319, 1.74501, 1.14350], [0.62892, 0.30668, 2.68799], [-0.65890, 1.32369, 2.04087], [-0.16529, -1.32329, 1.16444], [0.52550, -2.68444, -0.08422], [1.18443, -2.51899, -0.76246], [-0.16906, -3.22075, -0.47547]],
  "forces_ev_per_angstrom": [[-0.2407, 0.5133, -0.0480], [0.1265, -0.0605, 0.2060], [-0.0881, 0.0563, 0.2069], [-0.3711, -0.0486, -0.0050], [0.3487, 0.0786, -0.0494], [-0.1093, -0.1866, -0.0375], [-0.0089, -0.0600, 0.0167], [0.0548, -0.3166, -0.0533], [0.2784, -0.0421, 0.0033], [-0.1519, -0.0688, -0.2810], [0.0997, 0.1214, -0.0110], [0.2335, -0.1226, 0.0528], [0.0519, 0.0009, -0.1811], [0.0664, 0.0707, 0.0354], [-0.2194, 0.0058, 0.1567], [-0.1194, 0.0939, -0.0465], [0.0618, 0.0235, 0.3253], [-0.0593, -0.0652, -0.1466], [0.0463, 0.0067, -0.1437]]
}

No. 3
{
  "formula": "C3H12N2O2",
  "method": "ωB97M-V/def2-TZVPD",
  "lumo_energy_ev": 0.90,
  "e_tot_ev": -10380.33127,
  "relative_energy_kcal_mol": 28.1,
  "multiplicity": 1,
  "elements": ["H", "N", "C", "N", "C", "C", "H", "H", "H", "H", "H", "H", "H", "O", "H", "H", "O", "H", "H"],
  "xyz": [[3.04659, -1.33347, 0.51656], [2.04530, -1.40104, 0.57493], [1.53766, -0.56330, -0.23562], [0.18340, -0.30374, -0.22191], [-0.45959, 0.36635, -1.34253], [-1.69381, 1.12206, -0.88680], [2.10232, -0.01892, -0.99705], [-0.17673, -0.86105, 0.53785], [0.24986, 1.10317, -1.72998], [-0.57964, -0.34211, -2.16312], [-1.73697, 2.17531, -1.15730], [-2.68116, 0.69409, -1.06869], [-1.69474, 1.15233, 0.20986], [-1.22775, -2.47448, 1.32387], [-0.34710, -2.77264, 1.08021], [-1.69330, -3.20104, 1.69803], [1.36349, 2.30312, 1.08368], [1.15517, 2.56097, 1.99435], [0.60698, 1.79438, 0.78365]],
  "forces_ev_per_angstrom": [[0.4400, -0.3148, -0.0200], [-0.2256, 0.1405, 0.2027], [-0.7187, 0.1990, -0.4939], [2.3122, 0.0387, 0.1689], [0.1457, -0.1195, 0.1446], [-0.9287, 0.1833, 1.1570], [0.0176, 0.1608, 0.1210], [-1.4698, 0.2665, -0.3689], [0.1648, -0.0925, 0.1706], [-0.6244, 0.0357, -0.0723], [0.1895, -0.0805, -0.4748], [0.2577, -0.2709, -0.5724], [0.2496, -0.0005, -0.0375], [0.3478, 1.1088, -0.5095], [0.1850, -0.3074, 0.1327], [-0.3854, -0.9242, 0.4328], [0.1077, 0.4074, 0.3743], [0.0754, -0.1337, -0.3783], [-0.1405, -0.2966, 0.0231]]
}

No. 4
{
  "formula": "C3H12N2O2",
  "method": "ωB97M-V/def2-TZVPD",
  "lumo_energy_ev": 0.70,
  "e_tot_ev": -10379.67171,
  "relative_energy_kcal_mol": 43.3,
  "multiplicity": 1,
  "elements": ["N", "C", "C", "N", "C", "O", "H", "H", "H", "H", "H", "H", "H", "H", "H", "H", "O", "H", "H"],
  "xyz": [[0.17210, -2.64120, 0.10563], [1.32180, -1.78665, -0.37191], [0.87227, -0.34775, -0.71383], [0.51873, 0.47548, 0.42778], [-0.47787, 0.28448, 1.36290], [-1.55629, 1.31429, 1.31047], [-0.63262, -2.20726, -0.30025], [0.16819, -2.67715, 1.11690], [1.56913, -2.27771, -1.31104], [2.07160, -1.75058, 0.41186], [1.64638, 0.13293, -1.30227], [0.00487, -0.45763, -1.37279], [1.34779, 0.95137, 0.70228], [-1.01214, -0.65732, 1.22915], [-0.19548, 0.34402, 2.41834], [-1.05857, 2.02693, 0.86960], [-1.41180, 2.99107, -1.20662], [-2.37793, 2.98689, -1.36206], [-0.97014, 3.29580, -2.01413]],
  "forces_ev_per_angstrom": [[1.6971, 0.4254, -0.1613], [-1.7967, -0.2057, -0.0462], [-0.9966, -1.2374, 0.3324], [1.7017, 0.3742, -1.0956], [-2.5643, 0.1233, 1.1441], [1.4495, -0.2857, -0.6042], [-0.8574, -0.1592, 0.4074], [-0.5554, 0.2100, -0.1536], [1.0425, 0.1642, 0.0588], [0.4779, -0.3067, -0.3176], [0.1184, 0.3200, 0.0781], [-0.0564, 0.1530, -0.1239], [0.1442, 0.4884, 0.7888], [0.1563, 0.0780, -0.1118], [0.7402, -0.2093, -0.1938], [-0.7484, 0.0247, -0.0080], [-0.3908, 0.0986, -0.2104], [0.9172, 0.0465, -0.0619], [-0.4792, -0.1023, 0.2788]]
}

No. 5
{
  "formula": "C3H12N2O2",
  "method": "ωB97M-V/def2-TZVPD",
  "lumo_energy_ev": -3.97,
  "e_tot_ev": -10374.40408,
  "relative_energy_kcal_mol": 164.8,
  "multiplicity": 1,
  "elements": ["N", "C", "C", "O", "C", "N", "H", "H", "H", "H", "H", "H", "H", "H", "H", "H", "H", "H", "O"],
  "xyz": [[-0.09184, 1.12066, 0.75842], [0.75721, 0.06844, 0.42188], [2.12862, 0.18745, 1.11103], [-1.95146, -1.46314, 0.78529], [0.81090, 0.18916, -1.13126], [1.52715, -0.84824, -1.59382], [-0.93177, 1.11793, 0.10306], [-0.26885, 1.24606, 1.74313], [0.35726, -0.94177, 0.61972], [2.94857, 0.08478, 0.39740], [2.30243, 1.20558, 1.47421], [-2.56152, -2.15248, 0.56383], [1.30129, 1.14823, -1.39681], [-0.24759, 0.16873, -1.49380], [1.84900, -0.67730, -2.54535], [2.29114, -0.47234, 1.95651], [-2.06819, -0.64562, 0.20052], [-2.91407, 1.25458, -0.15331], [-2.22235, 0.72340, -0.56459]],
  "forces_ev_per_angstrom": [[0.1466, -0.0686, -0.2655], [0.3668, -0.3710, 0.7811], [0.5740, 0.7769, -0.2693], [1.0043, 0.4854, 0.4245], [1.5921, -0.1924, 0.7810], [-0.2819, -0.7530, -0.3506], [-1.1019, 0.2827, 0.3231], [0.1382, 0.2962, 0.1793], [-0.2428, 0.0455, -0.3206], [-0.0356, -0.5202, 0.1083], [-0.4110, -0.0024, 0.0820], [-0.5120, -0.1961, -0.4189], [-0.7336, 0.4318, -0.6452], [-0.5324, 0.2583, 0.0984], [0.3087, 0.2328, -0.1945], [-0.1455, -0.3034, -0.1061], [-0.6595, -0.4650, 0.1017], [-0.0986, -0.0044, -0.3641], [0.6241, 0.0670, 0.0557]]
}

No. 6
{
  "formula": "C3H12N2O2",
  "method": "ωB97M-V/def2-TZVPD",
  "lumo_energy_ev": 0.65,
  "e_tot_ev": -10377.56072,
  "relative_energy_kcal_mol": 92.0,
  "multiplicity": 1,
  "elements": ["C", "N", "H", "H", "H", "C", "N", "O", "H", "H", "H", "H", "H", "C", "O", "H", "H", "H", "H"],
  "xyz": [[1.71408, -1.53657, -0.86460], [0.72065, -2.07982, -0.33209], [2.76299, -1.72557, -0.61550], [1.53691, -0.79979, -1.63866], [0.91107, -2.75492, 0.40340], [-2.26226, 0.52654, -0.51655], [-1.91823, -0.77110, 0.00642], [-1.90604, -0.78827, 1.41973], [-2.13683, 0.48964, -1.60041], [-3.31239, 0.72986, -0.28320], [-1.65454, 1.35018, -0.11429], [-1.00134, -1.09430, -0.31689], [-1.39072, -0.03581, 1.76041], [1.12540, 1.24776, 0.70461], [1.61645, 1.51060, -0.58670], [0.56460, 2.09959, 1.10617], [1.93138, 0.99462, 1.40131], [0.47452, 0.38194, 0.61144], [2.22431, 2.25541, -0.54460]],
  "forces_ev_per_angstrom": [[0.6536, 0.0929, -0.2786], [-0.6865, -0.2700, 0.2162], [-0.0601, -0.1097, 0.0856], [0.0492, 0.1175, -0.1165], [0.3231, 0.0001, -0.0104], [-0.3497, -0.0276, 0.2055], [0.1966, -0.1574, -0.3257], [-0.1037, 0.0418, 0.2813], [-0.0175, 0.0465, 0.0546], [0.1201, 0.0898, -0.1023], [0.0693, 0.0290, -0.0228], [-0.2457, 0.0523, 0.2333], [0.0116, -0.0337, -0.3078], [-0.0526, 0.0285, 0.4021], [0.2612, 0.1917, -0.4438], [-0.0222, -0.1059, 0.0084], [-0.0373, -0.0027, 0.0347], [-0.0497, 0.0655, 0.1147], [-0.0597, -0.0487, -0.0283]]
}

No. 7
{
  "formula": "C3H12N2O2P",
  "method": "ωB97M-V/def2-TZVPD",
  "lumo_energy_ev": -4.56,
  "e_tot_ev": -19662.04640,
  "relative_energy_kcal_mol": 47.6,
  "charge": 1,
  "multiplicity": 1,
  "elements": ["C", "C", "C", "N", "N", "O", "O", "P", "H", "H", "H", "H", "H", "H", "H", "H", "H", "H", "H", "H"],
  "xyz": [[-2.77583, -0.33659, 0.99347], [2.33395, 1.17446, -1.26056], [-1.49454, -1.87338, 2.18393], [2.80846, 0.59898, -2.56835], [-1.59495, -0.89069, 1.43017], [0.42796, 1.65266, 0.55036], [0.14923, -0.37625, -0.69731], [0.49649, 1.22434, -1.06395], [-2.80131, -0.59152, -0.13756], [-3.68541, -0.76836, 1.56288], [-2.64943, 0.64704, 1.12310], [2.77238, 2.20738, -1.20176], [2.57351, 0.56903, -0.38384], [-2.33488, -2.50992, 2.41925], [-0.51196, -2.20990, 2.28694], [3.38677, 1.01205, -3.31157], [2.95956, -0.38279, -2.56911], [-0.22988, 2.27372, 0.65912], [-0.79096, -0.56179, 0.82245], [0.96086, -0.85847, -0.83766]],
  "forces_ev_per_angstrom": [[-3.7650, -3.5310, -2.2356], [1.0398, 0.3362, -1.8125], [0.2126, -1.4796, -0.4202], [-0.8885, -0.0198, 0.6488], [1.8230, -0.0626, -0.9032], [2.3552, -1.9010, -0.7767], [0.2208, -0.0182, -0.4790], [-0.9063, 1.0374, -0.0512], [-0.4768, 0.6575, 1.7276], [1.4665, 0.8670, -1.1014], [-0.3295, 3.9716, 0.2543], [-0.6963, -0.9229, 0.4774], [1.0055, 0.0318, 0.0449], [-0.3054, 0.4776, 0.7695], [1.3598, -0.8142, 0.7665], [-0.6075, 0.5283, 1.3719], [0.0793, -0.5779, 0.1571], [-2.1203, 2.4332, 0.5292], [0.1698, -0.0853, 0.9986], [0.3632, -0.9280, 0.0338]]
}

No. 8
{
  "formula": "C3H12N2O3",
  "method": "ωB97M-V/def2-TZVPD",
  "lumo_energy_ev": 0.77,
  "e_tot_ev": -12429.01178,
  "relative_energy_kcal_mol": 7.8,
  "multiplicity": 1,
  "elements": ["C", "N", "C", "C", "N", "O", "H", "H", "H", "H", "H", "H", "H", "H", "O", "H", "H", "O", "H", "H"],
  "xyz": [[0.21207, 1.74302, -1.63916], [-0.68013, 0.79310, -1.00641], [-0.54463, 0.80431, 0.43307], [-1.33551, -0.27840, 1.09280], [-1.79052, -0.03139, 2.33947], [-1.53155, -1.36237, 0.56146], [-0.14352, 2.74570, -1.41717], [1.27278, 1.59521, -1.43203], [0.12105, 1.64887, -2.72759], [-0.52530, -0.13486, -1.34873], [0.49756, 0.58964, 0.74299], [-0.75977, 1.78302, 0.84329], [-1.62767, 0.80535, 2.85889], [-2.16159, -0.81692, 2.83534], [0.66002, -2.45939, -0.64572], [0.86801, -3.36216, -0.37945], [-0.16589, -2.14718, -0.24002], [2.42059, -0.30324, -0.12682], [3.32933, -0.57603, -0.26780], [1.88465, -1.03630, -0.47640]],
  "forces_ev_per_angstrom": [[-0.2428, -0.1095, -1.0053], [-0.2867, 0.3771, 0.3652], [0.9154, -0.2755, -0.0707], [-0.2544, 0.2184, 0.0905], [-0.0909, -0.2736, 0.0471], [0.0367, -0.2025, -0.0723], [0.3063, 0.2162, 0.2429], [0.0752, 0.1787, 0.4518], [-0.1403, -0.0739, 0.1229], [0.0572, -0.4502, -0.1670], [-0.0676, 0.0950, 0.0133], [-0.3482, 0.2850, 0.0045], [0.1616, 0.3193, -0.1282], [-0.1801, -0.2022, 0.1587], [0.6178, 0.0300, -0.4973], [-0.3693, 0.2996, 0.1127], [-0.2903, -0.3351, 0.2723], [0.0292, 0.0560, -0.0905], [0.1015, 0.0159, -0.0012], [-0.0304, -0.1688, 0.1506]]
}

Q: multiplicity of number 2 (C3H12N2O2)?
A: 1

Q: multiplicity of number 3 (C3H12N2O2)?
A: 1

Q: Number 8 is which compound?
A: C3H12N2O3